No. 1
10
Properties=species:S:1:pos:R:3:mulliken_spin:R:1 method="wB97M-V/def2-TZVPD" total_charge=0 s2=2.02 de_lowest_kcal_mol=127.7 e_homo_ev="-7.750 / -11.155" multiplicity=3 gap_ev="8.37 / 8.49"
H 0.18 0.47 -0.98 0.004
H 1.54 0.23 1.89 0.000
O -2.23 -0.62 -1.00 1.095
O -1.88 1.31 0.31 -0.063
C -1.96 0.21 -0.01 -0.097
Si 1.33 -0.07 -0.33 -0.005
O 1.29 0.67 1.07 0.002
H 1.04 -1.55 0.03 0.004
H 2.41 0.40 -1.25 0.000
O -1.73 -1.05 0.27 1.061

=====

No. 2
114
Properties=species:S:1:pos:R:3:mulliken_charge:R:1 method="wB97M-V/def2-TZVPD" total_charge=-1 de_lowest_kcal_mol=0.0 e_homo_ev=-4.731 gap_ev=6.87
H 5.34 -5.98 1.66 0.438
C -5.82 4.08 1.31 -0.498
C -1.36 2.85 2.87 -0.179
N -0.35 0.07 -3.26 -0.260
C -1.42 -5.11 2.75 -0.702
H -1.22 -3.37 7.36 0.377
C -2.40 -1.33 -3.06 -1.192
N 1.89 -2.34 -2.06 0.017
C 4.52 -4.69 -1.35 -0.851
H -0.49 -1.86 2.46 -0.076
H -5.39 2.45 -4.75 0.415
H -2.21 -5.72 3.17 0.378
C 2.95 -3.04 -2.10 -0.589
C -4.51 2.96 -4.38 -0.738
C 3.18 -3.66 0.38 -0.026
H -3.10 -2.31 6.15 0.390
C 0.00 1.20 -3.96 -0.585
C -0.58 -0.35 4.97 -0.255
O 0.24 0.19 2.81 -0.781
H -5.75 2.07 2.03 0.423
C -3.98 2.64 -3.15 -0.517
C 4.84 -5.38 0.91 -0.828
H -2.25 -3.26 3.43 0.465
C -1.25 5.15 1.40 -0.569
P 1.95 -2.43 1.04 0.255
C 2.86 -1.99 2.57 1.036
C 0.65 -4.93 1.54 -0.155
H 3.41 -2.78 5.82 0.342
H 1.46 -5.41 1.01 0.409
C 4.43 -1.23 4.75 -0.501
H -5.65 6.02 0.39 0.409
H 2.00 -3.43 3.91 0.577
C -1.58 -0.22 -3.62 0.329
C -5.32 2.79 1.35 -0.795
C 4.55 -0.56 3.54 -0.565
C -0.37 -5.71 2.06 -0.774
C -0.25 0.75 3.94 2.756
H -0.35 -6.79 1.93 0.399
H -2.08 1.83 4.57 0.451
H -2.15 -2.29 -3.52 0.347
H 3.85 -0.40 1.52 0.371
H -2.34 5.41 -5.25 0.391
C 0.64 -3.55 1.69 0.405
C -2.46 2.91 -1.19 2.385
C -5.26 5.01 0.44 -0.961
C 2.52 3.63 5.64 -0.519
C -0.43 -2.95 2.36 0.352
C -2.82 4.63 -4.66 -0.954
H 0.96 1.67 -3.84 0.463
H 1.46 -0.57 5.52 0.598
C -1.02 1.58 -4.77 -0.595
C -3.92 3.97 -5.16 -0.384
H -1.39 6.21 3.26 0.393
C -3.67 3.35 -0.32 -0.134
C -1.42 4.08 3.52 -0.587
C -1.19 3.89 0.81 -0.096
C -1.35 5.24 2.78 -1.232
H -1.52 4.11 4.60 0.486
C 3.52 -3.79 -0.98 0.731
H -0.34 1.98 6.43 0.441
C -2.10 -1.93 6.02 -0.644
C -1.04 -2.53 6.69 -0.661
H 0.89 -1.14 -3.14 0.678
N -1.21 2.77 1.54 1.192
C 0.74 1.75 4.59 -0.376
C 1.86 2.14 3.87 0.134
C -4.19 4.64 -0.37 -0.151
C 3.52 -2.27 4.88 -1.185
H 3.61 3.38 3.81 0.453
H 1.22 3.65 7.36 0.419
N -2.02 0.66 -4.54 0.029
C -1.87 -0.86 5.16 -0.425
H -2.21 0.93 3.06 0.718
C -2.30 4.31 -3.41 0.319
H 5.24 0.27 3.44 0.398
C 1.40 3.24 6.37 -0.970
H 3.50 -3.09 -3.04 0.295
H 4.79 -4.77 -2.40 0.359
H -1.21 4.75 -1.12 0.264
H 3.62 -4.39 2.35 0.448
C 0.52 2.30 5.85 -0.259
H 5.95 -6.17 -0.75 0.385
H -1.26 6.03 0.78 0.385
H -2.71 -0.42 4.64 0.311
C 0.46 -0.96 5.66 -0.314
H -3.76 5.36 -1.05 0.403
C -4.25 2.43 0.54 -0.285
H 5.04 -0.93 5.60 0.369
C 3.87 -4.47 1.30 -0.104
H -3.82 1.44 0.55 0.274
H -1.44 4.86 -3.05 0.305
H -3.47 -1.14 -3.22 0.389
Rb -0.39 0.29 0.27 0.763
C -1.55 1.58 3.64 -2.361
H -2.23 -1.40 -1.99 0.089
H -4.33 4.23 -6.13 0.385
H 3.21 4.36 6.05 0.369
H -2.97 0.74 -4.85 0.283
H -0.33 3.22 -1.04 0.348
H -1.16 2.43 -5.41 0.565
H 2.00 1.68 2.90 0.456
H -6.65 4.37 1.94 0.376
C -1.22 3.74 -0.69 -1.354
H 1.08 -2.48 7.03 0.323
O -2.21 1.58 -1.11 -0.935
O 1.64 -1.77 -3.29 -0.484
C 2.74 3.08 4.39 -0.979
C 3.77 -0.94 2.46 -0.798
C -1.44 -3.73 2.89 -0.604
C 2.73 -2.63 3.80 0.045
C 0.24 -2.03 6.51 -0.558
C -2.87 3.32 -2.62 -0.123
C 5.18 -5.48 -0.43 -0.674
H -4.42 1.86 -2.54 0.389

=====

No. 3
116
Properties=species:S:1:pos:R:3:nbo_charge:R:1 method="wB97M-V/def2-TZVPD" total_charge=0 e_homo_ev=-7.007 gap_ev=5.10
H -4.06 5.69 -1.41 0.222
O -0.89 1.60 1.26 -0.786
C 0.72 -4.44 4.04 -0.177
C -3.03 -6.68 -4.00 -0.289
Y -0.43 -0.60 0.09 2.068
C 2.35 -2.70 3.84 -0.179
H 2.44 1.69 0.52 0.212
C -1.97 -4.50 -3.21 0.024
C -1.93 5.56 -1.63 -0.216
C -3.25 1.52 3.20 -0.213
H -0.72 2.13 5.46 0.221
H 2.72 -0.32 5.10 0.229
C 3.79 -0.93 -2.11 -0.250
N -0.85 0.76 -2.11 -0.543
C -3.10 1.03 0.38 0.812
H 3.72 2.27 1.58 0.239
O -4.16 -4.89 -8.59 -0.995
H 4.21 0.21 5.89 0.223
C 3.58 0.34 5.01 -0.644
H 7.65 -0.09 2.84 0.221
N 1.25 3.16 -5.73 -0.622
C 2.62 0.74 -3.35 -0.106
H -4.20 3.73 0.09 0.251
P 1.98 -0.46 2.18 0.818
H 4.65 0.20 -3.73 0.250
C -2.20 2.17 1.02 0.055
C 3.78 -0.33 2.54 -0.356
C 6.00 -0.55 1.55 -0.242
C -0.19 -3.67 3.34 -0.264
C -3.24 4.05 -0.30 -0.215
C -1.54 -3.24 -3.63 -0.163
C 0.22 1.16 -2.82 0.229
N -0.89 -2.65 -1.40 -0.578
C -3.75 1.81 4.46 -0.197
C 0.35 3.41 4.11 -0.218
C -3.33 4.14 4.08 -0.215
Se 2.86 3.12 -6.44 1.002
C -2.90 -5.67 -6.48 0.160
C -0.86 3.77 -0.43 -0.261
H 2.61 3.42 0.84 0.222
N 3.49 1.97 -5.26 -0.604
N 1.54 -0.38 -1.52 -0.552
H 6.61 -0.79 0.69 0.216
H -2.46 4.65 2.19 0.223
C -0.02 2.18 4.63 -0.154
C 1.50 0.51 -2.53 0.248
H -4.19 3.36 5.88 0.218
C 3.79 0.02 -3.11 -0.087
H 0.18 5.20 -1.64 0.214
H -1.18 -4.06 3.14 0.208
H -4.11 1.01 5.10 0.219
C 4.62 -0.63 1.46 -0.134
C 1.26 2.35 -4.70 0.187
C 0.09 2.05 -3.90 -0.129
C 6.57 -0.16 2.74 -0.182
O -2.49 -0.08 0.15 -0.883
H -1.19 -4.08 0.05 0.208
C 1.44 -1.91 3.14 -0.436
H -1.26 3.26 -5.03 0.248
C 0.50 1.02 4.09 -0.225
H -0.42 2.26 1.79 0.537
H -1.02 -0.60 2.76 0.235
C 1.24 3.47 3.05 -0.236
C 5.76 0.12 3.83 -0.211
C -3.16 5.15 -1.14 -0.207
O -2.21 -3.60 -7.89 -1.010
C -2.09 3.35 0.07 0.041
H 0.21 0.06 4.50 0.232
C -2.26 2.08 -3.53 -0.223
H -3.23 0.49 2.86 0.227
H 4.17 -0.92 0.52 0.190
C -1.01 -2.37 -2.71 0.029
H -3.10 -7.11 -3.01 0.209
H -3.36 5.17 4.42 0.217
H 2.70 -4.55 4.86 0.217
H -2.91 0.75 -1.97 0.244
C -1.85 -4.80 -1.86 -0.232
H -0.06 4.33 4.53 0.226
C 1.38 1.07 3.01 -0.322
H -3.27 2.39 -3.76 0.247
H -0.65 -1.41 -3.04 0.199
C -2.80 2.54 2.37 0.038
C 2.51 1.68 -4.44 0.088
C 1.99 -3.95 4.31 -0.253
C -0.78 4.88 -1.27 -0.206
C 4.37 0.04 3.76 0.014
H 6.21 0.41 4.77 0.216
S -2.78 -4.90 -8.15 2.395
H 0.05 3.26 -0.15 0.213
H -1.83 -2.05 2.16 0.232
H 1.52 4.44 2.64 0.221
H 2.59 -1.85 -0.57 0.218
N -3.40 -6.90 -6.35 -0.396
O -4.27 1.28 0.18 -0.617
C -2.05 1.17 -2.49 0.097
H -1.61 -2.98 -4.68 0.281
H -2.15 -5.76 -1.47 0.228
C -3.45 -7.39 -5.12 0.077
O -1.90 -5.82 -8.86 -0.996
N -2.45 -4.93 -5.48 -0.441
C 0.13 -2.38 2.90 0.133
C 2.68 2.43 1.29 -0.634
C -1.17 2.55 -4.22 -0.093
C -2.51 -5.42 -4.24 0.158
C -3.80 3.13 4.90 -0.208
H -1.86 6.42 -2.29 0.219
C 2.64 -1.10 -1.35 0.086
C -1.31 -3.86 -1.00 0.067
H 0.44 -5.43 4.38 0.216
H 4.66 -1.54 -1.91 0.240
C -0.86 -1.53 2.20 -1.107
H -3.85 -8.39 -5.03 0.194
C -2.83 3.85 2.82 -0.226
C 1.76 2.31 2.47 -0.045
H 3.22 1.37 5.01 0.231
H 3.37 -2.35 4.00 0.217

=====

No. 4
21
Properties=species:S:1:pos:R:3:nbo_charge:R:1 method="wB97M-V/def2-TZVPD" total_charge=0 de_lowest_kcal_mol=80.7 smiles=O.O.O.O.O.O.O e_homo_ev=-10.894 gap_ev=10.83
H 0.09 -2.42 -1.74 0.444
O 3.46 -2.21 0.10 -0.924
H -0.29 3.31 -1.63 0.463
O 2.51 1.41 0.65 -0.905
H -4.94 -1.01 -0.80 0.467
H 4.23 -2.68 -0.23 0.458
H 0.54 2.91 -0.48 0.454
H -5.45 -1.26 0.69 0.479
O -0.53 0.01 -0.60 -0.917
O -0.75 0.54 2.35 -0.919
H -0.21 -0.29 2.43 0.467
H 1.99 1.47 -0.13 0.446
H -0.39 -1.95 -0.41 0.466
O 0.43 3.60 -1.17 -0.917
H 2.14 2.25 0.99 0.461
O 0.23 -2.59 -0.73 -0.916
H 0.08 0.33 -1.23 0.461
O -5.19 -0.57 -0.01 -0.945
H -0.50 0.88 3.15 0.452
H 3.79 -1.28 0.01 0.466
H -1.23 -0.44 -1.21 0.462

=====

No. 5
20
Properties=species:S:1:pos:R:3:nbo_charge:R:1 method="wB97M-V/def2-TZVPD" total_charge=+1 de_lowest_kcal_mol=190.9 e_homo_ev=-13.766 gap_ev=5.25
C 2.05 0.97 -0.15 -0.258
H -2.55 -0.87 -0.43 0.360
H -0.85 -1.54 -0.06 0.369
H -3.70 -0.19 0.53 0.407
N -2.75 -0.52 0.49 -0.824
H 3.03 2.71 0.61 0.209
H -1.49 0.14 2.00 0.235
C 3.04 1.85 -0.05 -0.246
H -0.76 1.00 -0.77 0.438
H 0.94 0.63 1.64 0.246
C -1.78 0.44 1.00 -0.210
H 2.25 -0.08 -0.32 0.243
C -0.47 0.40 0.12 -0.195
H 3.96 1.72 -0.62 0.223
H -0.30 -5.30 -3.45 0.006
H 0.31 -5.29 -3.03 -0.005
H 0.55 2.19 0.95 0.248
N -0.08 -0.85 -0.13 -0.085
C 0.83 1.17 0.70 -0.383
H -2.24 1.43 0.98 0.223

=====

No. 6
81
Properties=species:S:1:pos:R:3:mulliken_charge:R:1 method="wB97M-V/def2-TZVPD" total_charge=0 de_lowest_kcal_mol=0.0 e_homo_ev="-4.217 / -5.428" gap_ev="3.15 / 4.36"
I -3.39 -3.52 1.53 -0.052
H -0.72 1.18 1.25 0.371
C 2.44 -1.85 0.76 0.307
C -1.95 -3.72 -1.95 -0.829
C 3.75 -3.08 2.93 -1.108
C 4.23 -3.26 1.63 -0.633
O -2.35 1.93 0.93 -0.581
C -0.59 2.88 -1.00 0.512
H 1.07 -1.12 4.73 1.253
H -2.00 -4.23 -0.98 0.184
C 1.55 3.81 0.41 -1.101
C -0.73 -2.80 -2.04 -1.346
H -4.97 2.34 0.97 0.286
N 1.71 -1.20 -0.27 1.577
C -0.38 4.25 -0.95 -1.148
H 2.25 -2.15 4.16 0.420
H 1.16 0.76 3.43 0.460
H -0.55 1.06 -5.24 0.429
H -1.04 -5.36 -2.88 0.378
C -0.38 -2.70 4.54 -0.206
N -1.89 0.61 -0.84 -0.300
H 2.92 1.15 0.28 0.453
N -1.88 -4.77 -2.99 -0.116
C 1.83 -0.85 -3.74 -0.280
H 2.13 -0.58 1.57 1.003
C -1.18 -1.38 2.11 0.111
N -0.72 -1.73 -1.05 -0.273
H -1.06 4.92 -1.46 0.520
H -1.28 1.29 -2.87 0.211
C 2.15 1.43 1.01 -1.721
C -2.67 1.46 -0.17 -0.069
C -1.79 -2.58 2.59 -0.433
H -0.17 1.19 2.38 0.169
H 0.91 5.78 -0.18 0.383
N -3.89 1.84 -0.74 0.441
C 1.26 2.45 0.32 1.344
N 0.22 1.99 -0.41 -0.150
N 1.46 0.21 1.43 0.058
C 1.97 -1.69 2.07 1.018
H 2.70 -1.45 -3.98 0.432
C 0.58 0.41 2.57 -0.779
C 0.26 -1.54 4.13 -0.993
H -0.68 -2.35 -3.04 0.559
H 4.26 -3.55 3.77 0.421
H -1.43 2.44 -1.53 -0.041
C 1.43 -0.73 -2.40 -0.109
H 1.44 -0.31 -5.79 0.358
H 2.40 4.16 0.98 0.523
C -4.73 2.77 -0.01 -0.981
Tl 0.00 0.00 0.00 4.614
C -4.30 1.36 -1.96 -0.226
H -1.85 -4.37 -3.94 0.363
H -5.26 1.69 -2.35 0.428
H -4.17 3.70 0.15 0.280
C 0.72 4.72 -0.24 -0.691
C 1.12 -0.21 -4.76 -1.011
C 0.30 0.05 -2.11 -0.459
H -3.78 0.09 -3.58 0.516
H 1.09 -1.07 2.25 -0.759
H -1.91 -4.14 4.08 0.345
H -1.54 -1.09 -1.16 0.608
N 2.18 -1.39 -1.41 -2.377
H 3.97 -2.81 -0.45 0.398
C -0.41 0.69 -3.12 0.076
H -0.70 -2.10 -0.07 -0.255
C 3.57 -2.65 0.55 -1.060
H -2.69 -5.40 -2.94 0.380
C 2.62 -2.29 3.15 -0.783
H 0.19 -3.39 -1.92 0.865
C 0.00 0.56 -4.45 -0.716
C -3.53 0.51 -2.62 -1.878
H -2.88 -3.17 -2.12 0.324
C -0.14 -0.88 2.95 -0.147
C -2.24 0.11 -2.02 0.225
H 5.11 -3.87 1.46 0.416
I 0.21 -3.65 6.29 0.059
H 2.66 1.88 1.86 0.478
H -5.65 2.99 -0.55 0.331
C -1.40 -3.23 3.77 -0.425
O -1.56 -0.68 -2.68 -0.356
O -1.52 -0.77 1.04 -0.497

=====

No. 7
72
Properties=species:S:1:pos:R:3:mulliken_charge:R:1 method="wB97M-V/def2-TZVPD" total_charge=+1 de_lowest_kcal_mol=63.4 e_homo_ev="-9.506 / -9.668" gap_ev="5.93 / 6.13"
H -2.95 -4.53 -3.98 0.419
C 2.06 -2.83 0.00 -0.512
C 1.60 0.14 -3.56 -1.374
C -1.05 -3.57 -4.17 -0.748
H -2.65 -0.63 -2.28 0.565
H 4.08 0.97 4.41 0.412
N 0.03 -1.69 3.98 -0.393
C -2.22 -1.45 -2.83 -0.785
H -1.77 -2.58 2.35 0.522
C -1.23 -1.68 0.46 -1.615
C -0.88 1.52 -3.27 0.563
Pt 0.09 -0.08 -0.23 1.448
C -2.37 -3.64 -3.78 -0.576
H -2.67 4.73 -4.41 0.427
H -0.95 4.84 -2.64 0.533
C -0.87 -2.26 1.81 -0.765
Cl -1.59 1.77 0.72 -0.011
H 3.27 1.26 -1.90 0.430
H 5.45 -3.67 1.63 0.447
C 4.56 2.53 3.03 -0.587
C 4.03 1.30 3.39 -0.895
H 4.89 -1.33 1.11 0.530
H 3.86 2.51 -0.27 0.288
H 1.67 -4.94 0.08 0.509
H 0.74 -2.41 -4.19 0.279
O 0.33 -0.22 2.32 -0.616
H 4.91 3.91 1.43 0.431
C 3.60 -4.45 0.87 -0.678
P 2.45 -0.11 -0.07 1.203
C -0.13 -1.29 2.71 0.669
H 0.50 -1.10 4.64 0.267
H 3.56 -0.73 -3.58 0.527
C 4.50 2.95 1.71 -0.705
H 4.36 -0.07 -1.50 0.555
H 0.18 2.77 -1.89 0.425
C -2.48 2.61 -4.68 -0.769
H -2.06 3.66 -0.61 -0.166
H -2.09 0.51 -4.73 0.452
C -1.84 1.45 -4.27 -0.350
C -2.96 -2.58 -3.11 -0.732
C -2.16 3.83 -4.10 -0.601
C 2.96 -1.81 0.30 0.392
C -2.52 3.21 0.26 -0.001
H -3.99 -2.64 -2.79 0.428
H 3.86 -5.47 1.10 0.425
C -0.88 -1.37 -3.23 0.534
H -0.22 -3.14 1.69 0.326
H 3.00 -0.45 2.71 0.557
Cl -4.19 2.78 -0.17 -0.159
H -3.23 2.56 -5.45 0.444
C 3.90 2.16 0.75 -0.687
C 2.38 -4.15 0.29 -0.934
C 3.43 0.50 2.44 -0.495
C 3.37 0.92 1.11 0.555
H -0.59 -4.41 -4.67 0.443
C 3.32 0.20 -1.67 -1.192
H 1.42 -0.29 -4.55 0.639
C -0.57 2.74 -2.68 -0.868
H 5.02 3.16 3.77 0.411
C -0.30 -2.44 -3.89 -0.612
C 2.75 -0.59 -2.86 -0.406
H 2.44 -1.59 -2.53 0.088
C 4.50 -3.44 1.17 -0.757
H -1.32 -2.46 -0.29 0.343
H -2.17 -1.12 0.52 0.815
P 0.01 0.08 -2.62 0.950
H -0.33 -2.57 4.32 0.183
H 1.86 1.19 -3.69 0.657
C -1.20 3.89 -3.10 -0.572
H 1.12 -2.57 -0.45 0.584
H -2.54 3.87 1.12 0.395
C 4.19 -2.12 0.88 -0.512

=====

No. 8
19
Properties=species:S:1:pos:R:3:nbo_charge:R:1 method="wB97M-V/def2-TZVPD" total_charge=0 de_lowest_kcal_mol=25.5 smiles=CO[C@@H](C)CCO e_homo_ev=-9.873 gap_ev=10.87
H 0.69 -1.88 -1.42 0.150
H 1.16 0.59 -1.87 0.214
H 2.40 -1.45 -1.51 0.180
H 0.52 2.17 0.83 0.213
H -1.24 2.10 0.80 0.210
H 1.91 0.67 -0.27 0.209
C 1.49 -1.32 -0.91 -0.056
H -1.02 0.26 -1.01 0.164
O -0.47 -0.39 0.87 -0.572
C -0.24 0.47 -0.25 0.104
C -1.84 -0.59 1.14 -0.247
C -0.34 1.93 0.20 -0.631
H -1.92 -0.98 2.16 0.197
O 1.77 -1.85 0.36 -0.730
H -0.35 2.61 -0.65 0.214
H -2.41 0.34 1.08 0.169
H 1.00 -1.63 0.91 0.487
H -2.29 -1.31 0.44 0.171
C 1.13 0.16 -0.85 -0.445